{
  "formula": "C9H7F2O4",
  "method": "ωB97M-V with the def2-TZVPD basis set",
  "symbols": ["C", "C", "C", "C", "C", "C", "C", "C", "C", "O", "O", "O", "O", "F", "F", "H", "H", "H", "H", "H", "H", "H"],
  "coordinates": [[2.851, 0.857, 0.056], [2.013, 1.222, 1.117], [2.574, -0.274, -0.771], [0.895, 0.502, 1.330], [1.409, -0.928, -0.557], [0.570, -0.581, 0.515], [-2.359, 1.128, -0.239], [-0.837, -1.170, 0.656], [-2.046, -0.333, -0.758], [-3.377, 1.174, 0.408], [-1.447, 1.897, -0.642], [-1.138, -0.364, -1.788], [-3.110, -1.161, -0.731], [-0.905, -2.540, 0.293], [-1.332, -1.212, 1.938], [3.761, 1.394, -0.204], [2.355, 2.082, 1.654], [3.272, -0.427, -1.623], [0.121, 0.815, 2.179], [1.179, -1.659, -1.180], [-0.749, 0.471, -1.668], [-3.701, -0.897, 0.018]],
  "atomic_forces_ev_per_a": [[0.2864, -1.1970, -0.8329], [2.4659, 0.3782, -1.6244], [1.5376, 2.8720, 0.4917], [-3.4249, -0.1923, 2.3750], [-0.0818, 1.7827, 2.7658], [-1.1738, -0.3412, 0.2952], [2.6954, -1.9371, -2.1437], [-0.8840, -0.2642, -1.8002], [1.9091, -0.5372, 3.2216], [-1.6797, 1.1552, 1.4322], [-0.7594, 0.6869, 0.7200], [-2.7718, -2.9822, -0.2887], [-0.0871, -0.6164, -0.7620], [0.6016, 1.1742, -0.0929], [0.3882, 0.7043, -0.2725], [-0.2001, 0.2200, 0.4081], [-0.4226, 0.3426, 0.6209], [-0.7807, -0.3312, 0.6869], [1.8267, -0.7686, -1.9696], [-1.4374, -3.3778, -2.5195], [1.0791, 2.7217, 0.1127], [0.9133, 0.5074, -0.8240]],
  "lowdin_charge": [-0.093, -0.111, -0.084, -0.057, -0.058, -0.127, -0.657, -0.273, -0.349, 0.017, -0.037, 0.060, 0.053, -0.004, 0.029, 0.085, 0.091, 0.107, 0.166, 0.066, 0.049, 0.129],
  "lumo_energy_ev": 3.495,
  "homo_lumo_gap_ev": 7.7886,
  "de_lowest_ev": 1.058,
  "total_energy_ha": -847.8784,
  "charge": -1,
  "homo_ev": -4.3
}